Record 1
Computed, not measured: a structure of composition C29H57N8O11SZn, with ωB97M-V with the def2-TZVPD basis set.

## Properties
⟨S²⟩   0.76
E_HOMO (spin up / spin down)   -17.3073 / -17.3073 eV
LUMO energy (spin up / spin down)   -11.550 / -14.134 eV
HOMO-LUMO gap (spin up / spin down)   0.212 / 0.117 Eh

Structure (ORCA input):
```
! RIJCOSX wB97M-V def2-TZVPD def2/J DEFGRID3
* xyz 4 2
C -16.40779 -12.18785 -16.05031
N -16.32444 -12.30193 -17.49021
C -15.04517 -12.29097 -17.95345
C -14.78576 -12.57946 -19.27016
C -15.82869 -12.76369 -20.14867
C -17.12332 -12.77368 -19.62242
C -17.38666 -12.58352 -18.29662
C -15.44691 -13.01046 -21.64203
C -15.97799 -14.18273 -22.24508
C -15.59056 -14.46115 -23.58774
N -14.77929 -13.60059 -24.30639
C -14.19225 -12.52295 -23.67992
C -14.52017 -12.21972 -22.36550
C -14.63259 -13.73296 -25.74685
H -17.45553 -12.12060 -15.75737
H -15.82612 -11.31374 -15.75757
H -16.11023 -13.07550 -15.49207
H -14.25712 -12.00123 -17.27417
H -13.76760 -12.60796 -19.62924
H -18.00170 -13.00501 -20.20667
H -18.38201 -12.60701 -17.87814
H -16.71900 -14.77524 -21.72910
H -16.13320 -15.16724 -24.19879
H -13.48222 -11.92379 -24.23061
H -14.13092 -11.34171 -21.87156
H -13.96544 -14.55945 -25.99168
H -14.13966 -12.87275 -26.19979
H -15.52972 -13.89387 -26.34466
C -13.85756 -16.05580 -13.83857
C -13.86726 -14.67076 -14.07190
O -14.50676 -13.86431 -13.38711
N -13.03147 -14.20210 -15.31028
H -13.38320 -14.64225 -16.14853
H -13.22199 -13.23020 -15.50829
C -11.50380 -14.30794 -15.16556
H -13.52167 -16.70264 -14.64906
H -14.85103 -16.46089 -13.64613
H -13.35804 -16.22672 -12.88496
H -11.09196 -13.74912 -16.00593
H -11.03625 -15.28935 -15.08606
H -11.23927 -13.92859 -14.17854
Zn -15.07934 -17.88774 -19.84455
S -14.49963 -16.15924 -17.95616
O -14.77983 -16.03151 -19.37614
O -15.47949 -15.55101 -17.05561
O -14.52558 -17.64059 -17.91461
O -13.21443 -15.51913 -17.66833
O -19.13892 -15.23809 -16.14703
C -18.76958 -16.07063 -15.38742
N -17.51387 -16.55669 -15.54214
C -19.57948 -16.38558 -14.19619
H -16.92443 -16.24001 -16.29869
H -17.45920 -17.46764 -15.10938
H -19.02483 -16.21664 -13.27319
H -19.94116 -17.41294 -14.23886
H -20.39090 -15.66493 -14.09440
O -13.07182 -18.23193 -20.51226
C -12.60490 -17.54941 -21.43483
N -12.97655 -16.28527 -21.60390
C -11.86280 -18.21182 -22.54566
H -13.49177 -15.82464 -20.86737
H -12.64151 -15.74875 -22.39130
H -11.30126 -17.49138 -23.14041
H -12.34189 -18.74393 -23.36751
H -11.18615 -18.98568 -22.18317
O -9.27249 -12.65619 -19.64036
C -10.05207 -13.57960 -19.45993
N -10.95636 -13.47938 -18.52265
C -10.11317 -14.78017 -20.36482
H -11.02668 -12.56153 -18.10708
H -11.69222 -14.13418 -18.29933
H -10.48646 -14.48062 -21.34412
H -10.93653 -15.41380 -20.03511
H -9.19656 -15.36829 -20.31973
O -17.11477 -18.82050 -13.95214
C -16.19198 -19.50753 -14.34613
N -15.55192 -19.22655 -15.43788
C -15.51670 -20.35863 -13.42731
H -14.64767 -19.66947 -15.51704
H -15.85506 -18.48726 -16.05566
H -15.98190 -20.57986 -12.46671
H -14.50928 -20.04567 -13.15298
H -15.32532 -21.33600 -13.87028
C -17.90850 -16.71725 -19.22699
O -16.92218 -17.69095 -19.21639
C -17.41878 -18.79835 -18.56755
C -16.69367 -20.13007 -18.84407
N -15.47116 -19.96959 -19.60716
C -14.37180 -20.74548 -19.07625
C -14.45367 -22.25885 -19.26121
O -14.53669 -22.44122 -20.62634
C -14.49561 -23.84662 -20.97000
H -18.64847 -16.74500 -18.42713
H -18.43459 -16.71914 -20.18163
H -17.51359 -15.70797 -19.11085
H -18.47413 -18.98069 -18.77024
H -17.16242 -18.63286 -17.52113
H -17.47730 -20.67259 -19.37293
H -16.31258 -20.68895 -17.98936
H -15.63302 -20.43460 -20.48902
H -14.23714 -20.51795 -18.01881
H -13.40743 -20.44554 -19.48630
H -15.29091 -22.71650 -18.73426
H -13.54531 -22.68873 -18.83909
H -14.03205 -24.48713 -20.21970
H -13.96809 -24.04531 -21.90292
H -15.40827 -24.32804 -21.32128
*
```

=====

Record 2
Computed, not measured: a structure of composition C29H58BGaNO25S6, with ωB97M-V with the def2-TZVPD basis set.

## Properties
E_HOMO   -3.7584 eV
LUMO energy   1.207 eV
HOMO-LUMO gap   0.182 Eh

Structure (ORCA input):
```
! RIJCOSX wB97M-V def2-TZVPD def2/J DEFGRID3
* xyz -1 1
C 2.56261 -3.29241 -0.46093
C 2.98017 -4.76120 -0.66982
C 2.38024 -5.37857 -1.94351
C 0.99904 -6.03149 -1.76869
C -0.18924 -5.11017 -2.07049
C -1.52186 -5.62765 -1.49867
Ga -2.86299 -4.10698 -1.18695
C -2.48055 -2.69577 -2.64812
C -2.75142 -3.39548 0.73799
C -1.46262 -2.62877 1.13508
C -1.69942 -1.12726 1.28913
C -1.95362 -0.48244 -0.07379
N -1.68933 0.95278 -0.09803
C -0.44016 1.50275 -0.07983
C -0.58445 2.87534 -0.13532
C -1.96626 3.16130 -0.19697
C -2.62149 1.94045 -0.16586
B -4.89417 -4.72431 -1.52553
O -5.25695 -5.64903 -2.54422
C -6.08887 -4.12304 -0.65132
C -7.41032 -3.95643 -1.41849
H 2.45054 -3.06307 0.59789
H 3.32760 -2.63377 -0.86825
H 1.62129 -3.07021 -0.95220
H 4.06910 -4.79674 -0.72687
H 2.69085 -5.35329 0.19812
H 3.08209 -6.15123 -2.27190
H 2.37009 -4.62898 -2.73825
H 0.90980 -6.35162 -0.73279
H 0.94802 -6.90705 -2.41482
H -0.29478 -5.06426 -3.15781
H 0.02405 -4.08886 -1.75363
H -1.98133 -6.25270 -2.26804
H -1.35266 -6.23917 -0.61134
H -2.63453 -3.10935 -3.64622
H -3.09902 -1.80367 -2.52736
H -1.44097 -2.35656 -2.60674
H -2.81521 -4.28268 1.37278
H -3.61629 -2.78658 1.02256
H -0.66400 -2.79484 0.40813
H -1.11929 -2.99609 2.10461
H -2.56510 -0.99360 1.93865
H -0.83584 -0.64069 1.74822
H -1.29204 -0.95030 -0.79739
H -2.97866 -0.66994 -0.37356
H 0.46667 0.92764 -0.04786
H 0.18737 3.62459 -0.15227
H -2.44019 4.12469 -0.26374
H -3.67497 1.73131 -0.19153
H -5.24871 -5.19223 -3.38823
H -6.25260 -4.79156 0.19852
H -5.77164 -3.14683 -0.28859
H -8.10811 -3.37856 -0.80642
H -7.27829 -3.37283 -2.32821
H -7.89571 -4.90574 -1.63098
C 3.36423 -6.17471 4.61618
C 2.93607 -7.61587 4.42764
O 1.58086 -7.52061 3.98230
S 1.39137 -6.20209 3.08376
O 1.50455 -6.54633 1.71472
O 0.28923 -5.47649 3.58968
O 2.75778 -5.48091 3.52399
H 2.98068 -5.76065 5.55116
H 4.44260 -6.04710 4.57384
H 2.97750 -8.19292 5.34720
H 3.52594 -8.11237 3.65379
C 3.56879 5.55192 -0.19436
C 4.88243 4.91713 0.19674
O 4.51406 3.98920 1.24095
S 3.05640 3.40107 0.95762
O 3.16562 2.13707 0.32745
O 2.28610 3.57263 2.13987
O 2.61187 4.47542 -0.13453
H 3.26366 6.31659 0.52511
H 3.58736 5.97216 -1.18819
H 5.59985 5.62953 0.57955
H 5.32584 4.35621 -0.62622
C 6.02932 6.10530 5.13838
C 4.87489 5.65726 4.26375
O 4.60436 6.80770 3.44638
S 5.95907 7.59056 3.13885
O 6.44639 7.18885 1.86671
O 5.76506 8.95858 3.44972
O 6.85493 6.89509 4.26354
H 5.69190 6.73855 5.96061
H 6.60785 5.27343 5.52915
H 3.98606 5.39576 4.82973
H 5.15138 4.82637 3.61399
C -7.53770 -2.46461 -4.93262
C -7.99541 -3.81754 -5.42836
O -9.19993 -3.52683 -6.15980
S -9.07465 -2.09582 -6.85928
O -8.67231 -2.25959 -8.21004
O -10.22666 -1.33828 -6.52833
O -7.82178 -1.56864 -6.02227
H -8.10670 -2.14350 -4.05967
H -6.47551 -2.43964 -4.70429
H -8.20598 -4.51208 -4.62027
H -7.27218 -4.26147 -6.11515
C 5.88169 9.27756 -3.97230
C 5.21765 9.94828 -2.78689
O 4.97364 8.86901 -1.87432
S 6.13986 7.78226 -1.99321
O 7.09238 7.99928 -0.97005
O 5.53097 6.51054 -2.18373
O 6.74189 8.29170 -3.38264
H 5.15420 8.76989 -4.60796
H 6.47358 9.96514 -4.56937
H 4.27802 10.42812 -3.04349
H 5.88052 10.66916 -2.30480
C -0.78802 2.76344 3.59436
C -1.48911 4.03625 3.18203
O -2.55062 4.18687 4.14606
S -2.07179 3.62320 5.55796
O -1.61249 4.69606 6.36919
O -3.05607 2.72277 6.03901
O -0.80064 2.81429 5.03877
H -1.33677 1.87815 3.26850
H 0.23544 2.71236 3.23474
H -1.89591 3.97688 2.17803
H -0.82948 4.90351 3.26104
*
```

=====

Per-record maximum force, Eh/bohr: 0.1031 0.0198
Per-record calculated total energy, eV: -124655.6824 -201750.7932